{
  "formula": "C2H7N3S",
  "method": "ωB97M-V/def2-TZVPD",
  "symbols": ["C", "N", "N", "C", "N", "S", "H", "H", "H", "H", "H", "H", "H"],
  "positions_angstrom": [[-3.43, 0.21, 0.15], [-2.20, -0.49, 0.09], [-1.08, 0.25, 0.02], [0.08, -0.21, -0.27], [1.19, 0.54, -0.28], [2.77, -0.13, 0.08], [-3.66, 0.67, -0.89], [-3.56, 0.95, 0.96], [-4.22, -0.52, 0.34], [-2.26, -1.25, -0.56], [0.24, -1.25, -0.54], [1.08, 1.51, -0.12], [2.72, -0.24, 1.43]],
  "mulliken_charge": [-0.7050, -0.1774, -0.4268, -0.0427, -0.3159, -0.1605, 0.2497, 0.2437, 0.3024, 0.2668, 0.3378, 0.2852, 0.1429],
  "e_above_lowest_kj_mol": 187.96,
  "smiles": "CN/N=C/NS",
  "max_force_ha_per_bohr": 0.05915
}

{
  "formula": "C47H70BrGeN9OP3SY",
  "method": "ωB97M-V/def2-TZVPD",
  "symbols": ["Y", "C", "C", "C", "P", "C", "N", "Ge", "N", "C", "P", "C", "C", "C", "C", "C", "C", "C", "C", "C", "C", "C", "C", "N", "C", "C", "C", "C", "C", "C", "C", "C", "C", "C", "C", "C", "N", "C", "P", "C", "C", "C", "C", "C", "C", "C", "C", "C", "H", "H", "H", "H", "H", "H", "H", "H", "H", "H", "H", "H", "H", "H", "H", "H", "H", "H", "H", "H", "H", "H", "H", "H", "H", "H", "H", "H", "H", "H", "H", "H", "H", "H", "H", "H", "H", "H", "H", "H", "H", "H", "H", "H", "H", "H", "H", "H", "H", "H", "H", "H", "H", "H", "H", "H", "H", "H", "H", "H", "O", "C", "C", "C", "N", "C", "Br", "C", "H", "H", "H", "H", "C", "C", "N", "N", "C", "S", "N", "N", "H", "H", "H", "H", "H", "H"],
  "positions_angstrom": [[-0.06, -0.63, 0.29], [3.97, -2.81, -0.68], [2.81, -3.80, -0.75], [2.90, -4.83, 0.37], [1.13, -3.03, -0.98], [1.46, -1.96, -2.46], [0.30, -1.72, -3.30], [-0.90, -0.45, -2.57], [-0.69, 1.13, -3.88], [-0.09, 2.30, -3.27], [-1.28, 3.13, -2.07], [-2.54, 3.86, -3.22], [-3.84, 4.16, -2.47], [-2.15, 5.07, -4.07], [-0.19, 4.49, -1.41], [-1.06, 5.48, -0.62], [0.76, 5.22, -2.35], [-1.19, 1.19, -5.12], [-1.08, 2.31, -5.99], [-1.87, 2.42, -7.10], [-2.80, 1.41, -7.40], [-2.84, 0.25, -6.64], [-1.99, 0.08, -5.58], [-1.82, -1.14, -4.87], [-0.76, -1.95, -5.43], [-0.78, -2.37, -6.75], [0.21, -3.21, -7.24], [1.22, -3.60, -6.39], [1.27, -3.15, -5.08], [0.29, -2.30, -4.57], [-3.02, -1.86, -4.52], [-3.71, -2.69, -5.40], [-4.86, -3.34, -5.00], [-5.32, -3.18, -3.70], [-4.62, -2.39, -2.81], [-3.46, -1.72, -3.21], [-2.70, -0.94, -2.30], [-3.45, -0.02, -1.45], [-2.88, -0.03, 0.31], [-3.77, -1.38, 1.21], [-3.19, -2.72, 0.77], [-5.30, -1.37, 1.16], [-3.47, 1.63, 0.90], [-3.39, 1.80, 2.42], [-4.85, 2.03, 0.38], [0.08, -4.50, -1.40], [0.73, -5.57, -2.27], [-1.29, -4.12, -1.97], [4.91, -3.36, -0.81], [4.02, -2.32, 0.29], [3.94, -2.04, -1.46], [2.91, -4.34, -1.70], [3.01, -4.35, 1.34], [3.78, -5.45, 0.22], [2.03, -5.50, 0.42], [2.30, -2.33, -3.05], [1.84, -1.01, -2.06], [0.29, 3.01, -4.01], [0.77, 1.98, -2.67], [-2.76, 3.02, -3.89], [-3.73, 4.99, -1.77], [-4.19, 3.29, -1.90], [-4.63, 4.43, -3.18], [-2.06, 5.96, -3.46], [-2.92, 5.26, -4.82], [-1.20, 4.94, -4.61], [0.42, 3.96, -0.68], [-1.61, 6.14, -1.28], [-0.43, 6.10, 0.02], [-1.78, 4.97, 0.02], [0.24, 5.81, -3.10], [1.45, 4.55, -2.87], [1.37, 5.92, -1.77], [-0.37, 3.10, -5.78], [-1.78, 3.28, -7.74], [-3.46, 1.52, -8.26], [-3.52, -0.55, -6.92], [-1.57, -2.03, -7.41], [0.19, -3.54, -8.27], [2.00, -4.26, -6.74], [2.10, -3.49, -4.47], [-3.34, -2.84, -6.41], [-5.39, -3.98, -5.70], [-6.21, -3.70, -3.38], [-4.97, -2.30, -1.79], [-4.51, -0.23, -1.51], [-3.33, 1.03, -1.77], [-3.48, -1.23, 2.26], [-3.41, -2.93, -0.28], [-3.60, -3.53, 1.37], [-2.10, -2.77, 0.88], [-5.67, -1.38, 0.13], [-5.72, -0.50, 1.66], [-5.69, -2.26, 1.65], [-2.73, 2.29, 0.45], [-3.84, 0.96, 2.97], [-3.95, 2.68, 2.73], [-2.36, 1.96, 2.76], [-5.64, 1.39, 0.75], [-4.90, 2.04, -0.71], [-5.08, 3.05, 0.71], [-0.08, -4.93, -0.40], [0.00, -6.36, -2.46], [1.60, -6.04, -1.81], [1.02, -5.17, -3.24], [-1.24, -3.97, -3.05], [-1.71, -3.21, -1.53], [-2.00, -4.93, -1.79], [5.83, -0.58, 3.19], [4.69, -0.55, 2.53], [4.40, 0.30, 1.46], [3.17, 0.22, 0.86], [2.21, -0.65, 1.24], [2.52, -1.45, 2.26], [1.18, -2.71, 2.75], [3.70, -1.46, 2.94], [6.48, 0.05, 2.85], [5.13, 1.02, 1.10], [2.92, 0.89, 0.04], [3.89, -2.14, 3.76], [0.05, -0.22, 5.90], [0.47, 0.70, 4.81], [1.28, 1.69, 4.92], [1.35, 2.23, 3.67], [0.60, 1.60, 2.77], [0.31, 1.98, 1.15], [0.05, 0.60, 3.49], [-0.86, -0.29, 2.91], [0.52, 0.10, 6.82], [0.37, -1.25, 5.69], [-1.03, -0.21, 6.03], [1.89, 3.07, 3.51], [-0.78, -1.17, 3.41], [-1.79, 0.08, 3.04]],
  "mulliken_charge": [-2.6211, -1.4607, 0.2179, -1.5555, 1.2641, -1.7152, 0.8097, 0.3358, -0.1193, -1.7828, 1.1136, 1.0173, -1.5522, -1.8984, 1.4537, -1.7670, -1.5212, 0.4456, -0.8256, -0.8557, -1.0949, 0.0956, 0.0038, 1.5636, 0.5568, -0.4866, -1.1249, -1.0985, -1.1320, 1.6156, 0.0256, -0.5537, -1.1219, -1.1785, -0.3074, 0.7360, 0.8619, -0.6156, 1.6929, 0.8599, -1.3079, -1.6225, 2.3374, -1.7003, -1.4687, 0.5342, -1.7443, -0.8410, 0.5455, 0.2138, 0.3137, 0.8928, 0.2765, 0.4525, 0.2895, 1.1191, -0.2541, 0.6700, 0.0748, -0.0524, 0.3009, 0.2208, 0.5206, 0.3744, 0.4526, 0.3015, -0.2207, 0.3005, 0.5110, 0.2654, 0.2631, 0.3074, 0.4666, 0.7939, 0.5006, 0.4644, 0.5519, 0.5114, 0.4666, 0.4460, 0.3408, 0.4544, 0.4588, 0.4901, 0.1916, 1.4349, -1.4694, 0.3771, 0.0272, 0.5682, 0.2033, 0.2616, 0.3889, 0.5063, -1.2052, 0.3241, 0.5415, 0.3541, 0.2096, 0.2327, 0.5542, 0.7626, 0.4462, 0.4274, 0.2791, 0.2016, -0.6544, 0.7160, -0.4907, 0.5025, -0.8108, -1.1490, 1.8079, -0.3351, 0.0283, -0.7016, 0.3515, 0.4666, 0.3496, 0.6004, -1.3976, 1.0452, -0.8863, 0.4634, -0.4415, -0.1333, 0.8000, -0.9836, 0.3869, 0.2914, 0.3506, 0.2309, 0.2953, 0.1278],
  "e_above_lowest_kj_mol": 0.00,
  "multiplicity": 2,
  "max_force_ha_per_bohr": 0.00855,
  "charge": 3
}

{
  "formula": "C19H23N3O4S2",
  "method": "ωB97M-V/def2-TZVPD",
  "symbols": ["C", "S", "C", "C", "C", "C", "C", "C", "N", "C", "O", "C", "N", "C", "C", "O", "C", "C", "C", "C", "C", "S", "O", "O", "N", "C", "C", "C", "H", "H", "H", "H", "H", "H", "H", "H", "H", "H", "H", "H", "H", "H", "H", "H", "H", "H", "H", "H", "H", "H", "H"],
  "positions_angstrom": [[-2.94, -0.43, 2.72], [-2.23, 1.23, 2.52], [-2.63, 1.56, 0.81], [-3.93, 1.42, 0.37], [-4.24, 1.63, -0.96], [-3.24, 1.99, -1.85], [-1.94, 2.14, -1.41], [-1.62, 1.93, -0.08], [-0.33, 2.06, 0.43], [0.83, 2.32, -0.22], [0.94, 2.53, -1.41], [2.05, 2.35, 0.73], [3.25, 1.91, 0.07], [3.99, 2.90, -0.68], [3.62, 0.62, 0.00], [4.63, 0.23, -0.54], [2.69, -0.36, 0.69], [3.07, -0.96, 1.88], [2.25, -1.90, 2.48], [1.05, -2.26, 1.88], [0.70, -1.67, 0.68], [-0.84, -2.10, -0.12], [-1.64, -0.91, -0.23], [-1.43, -3.22, 0.56], [-0.30, -2.49, -1.66], [0.33, -3.78, -1.69], [-1.26, -2.24, -2.72], [1.50, -0.72, 0.07], [-2.48, -0.86, 3.60], [-2.69, -1.01, 1.84], [-4.01, -0.36, 2.86], [-4.71, 1.13, 1.06], [-5.26, 1.50, -1.31], [-3.47, 2.15, -2.89], [-1.16, 2.42, -2.10], [-0.29, 1.85, 1.42], [2.19, 3.39, 1.04], [1.86, 1.74, 1.61], [4.35, 3.69, -0.02], [4.83, 2.41, -1.16], [3.35, 3.34, -1.45], [4.00, -0.69, 2.34], [2.54, -2.36, 3.41], [0.39, -3.00, 2.31], [-0.40, -4.60, -1.57], [1.05, -3.83, -0.87], [0.86, -3.90, -2.63], [-0.72, -2.15, -3.67], [-2.00, -3.04, -2.80], [-1.76, -1.31, -2.49], [1.19, -0.30, -0.87]],
  "mulliken_charge": [-0.7276, -0.1596, 0.5244, -0.4843, -0.6360, -0.7742, -0.6340, 0.3506, 0.0856, 0.6229, -0.6693, -1.1959, 0.1400, -1.0822, 0.2661, -0.6795, -0.4439, -0.3009, -0.9579, -0.3866, -0.0928, 1.2144, -0.4297, -0.8027, 0.1419, -0.9074, -0.8752, 0.2838, 0.3475, 0.1461, 0.3894, 0.3521, 0.4097, 0.3908, 0.5307, 0.0672, 0.5092, 0.4333, 0.3213, 0.3865, 0.3048, 0.5117, 0.4295, 0.5837, 0.3264, 0.2732, 0.3596, 0.3398, 0.3038, 0.2236, 0.6702],
  "e_above_lowest_kj_mol": 139.01,
  "smiles": "CSc1ccccc1NC(=O)CN(C)C(=O)c1cccc(S(=O)(=O)N(C)C)c1",
  "max_force_ha_per_bohr": 0.02140
}